one:
This record from the OMol25 dataset describes a 2-piece molecular cluster, C3H12N3O overall. The level of theory is ωB97M-V with the def2-TZVPD basis set.

Structure (XYZ):
```
19
Properties=species:S:1:pos:R:3
O 1.25 1.39 -0.39
N -0.60 -1.72 1.69
N -0.73 0.59 1.53
N -0.60 -0.82 -0.36
C -0.46 -2.11 -1.01
C -0.61 -0.59 0.95
C 1.07 2.62 -1.11
H -1.44 -2.45 -1.35
H 2.17 1.27 -0.24
H 1.23 2.49 -2.18
H 0.19 -1.98 -1.88
H -0.51 -0.07 -1.02
H -0.61 0.68 2.52
H 0.05 -2.89 -0.44
H -1.08 -2.53 1.33
H 1.70 3.45 -0.80
H -0.59 1.41 0.98
H 0.04 2.94 -0.89
H -0.45 -1.70 2.68
```

Net charge = +1
Molar mass = 106.1 u
E_LUMO = -2.813 eV
Multiplicity = 1
HOMO = -0.526 Eh

two:
This record from the OMol25 dataset describes an isolated ion of composition C3H12N3O and charge +1. The level of theory is ωB97M-V with the def2-TZVPD basis set.

Structure (XYZ):
```
19
Properties=species:S:1:pos:R:3
O 0.84 -1.83 -1.43
N -0.79 -0.02 -1.71
N 1.86 0.28 0.09
N -1.18 1.31 0.62
C -0.13 -1.04 -0.83
C 0.58 -0.33 0.59
C -0.30 0.42 1.47
H 1.52 0.87 -0.65
H -2.00 1.46 1.15
H -0.90 -1.91 -0.55
H 1.52 -1.20 -1.73
H -1.49 -0.51 -2.27
H 0.91 -1.25 1.14
H 0.46 0.94 2.09
H -1.29 0.74 -0.26
H -0.70 2.20 0.30
H 2.24 0.85 0.86
H -0.28 0.62 -2.38
H -1.01 -0.22 2.07
```

Net charge = +1
Molar mass = 106.1 u
E_LUMO = -3.488 eV
Multiplicity = 1
HOMO = -0.522 Eh

Relative calculated energies, zero for the most stable structure, unit kcal/mol: one 0.0; two 45.5.

one:
This record from the OMol25 dataset describes a 2-piece molecular cluster, C3H12N3O overall. The level of theory is ωB97M-V with the def2-TZVPD basis set.

Structure (XYZ):
```
19
Properties=species:S:1:pos:R:3
O 1.39 0.91 -0.34
N 2.32 -0.07 -0.11
N -0.04 -1.36 0.85
N -1.03 2.06 0.17
C -0.73 0.92 0.74
C -1.09 -0.48 0.30
C -1.04 -0.66 -1.25
H -0.21 -2.36 0.85
H -0.43 2.85 0.27
H 0.16 -0.96 1.74
H -0.07 0.84 1.56
H 1.75 -0.90 0.07
H -2.07 -0.70 0.63
H -1.66 1.99 -0.61
H 2.81 0.07 0.71
H -0.36 0.23 -1.67
H 2.96 -0.28 -0.82
H -1.97 -0.50 -1.66
H -0.69 -1.61 -1.41
```

Net charge = +1
Molar mass = 106.1 u
E_LUMO = -4.117 eV
Multiplicity = 1
HOMO = -0.488 Eh

two:
This record from the OMol25 dataset describes a 2-piece molecular cluster, C3H12N3O overall. The level of theory is ωB97M-V with the def2-TZVPD basis set.

Structure (XYZ):
```
19
Properties=species:S:1:pos:R:3
O 0.79 1.56 -0.63
N -0.28 -2.52 1.67
N -0.57 -1.70 -0.43
N -0.39 -0.21 1.32
C 0.94 2.98 -0.44
C -0.75 -0.65 -1.41
C -0.33 -1.46 0.85
H 1.55 1.26 -1.15
H -1.03 0.27 -0.93
H 0.14 0.48 0.78
H -0.03 -2.44 2.64
H -1.47 -0.93 -2.17
H 0.40 3.45 -1.26
H -0.54 -2.68 -0.69
H 0.66 3.22 0.58
H -0.46 -0.08 2.32
H 0.17 -0.55 -1.99
H 1.97 3.35 -0.41
H -0.77 -3.35 1.38
```

Net charge = +1
Molar mass = 106.1 u
E_LUMO = -2.932 eV
Multiplicity = 1
HOMO = -0.531 Eh

Relative calculated energies, zero for the most stable structure, unit kcal/mol: one 90.2; two 0.0.

one:
This record from the OMol25 dataset describes a single C3H4N4 molecule. The level of theory is ωB97M-V with the def2-TZVPD basis set.

Structure (XYZ):
```
11
Properties=species:S:1:pos:R:3
N 0.08 -0.30 -0.06
N 2.25 -0.28 -0.80
N -1.20 0.04 -0.47
N -1.73 0.03 1.82
C -1.35 -0.06 2.93
C -2.04 0.16 0.47
C 0.94 0.00 -0.97
H -3.08 0.39 0.25
H 2.55 -0.63 0.10
H 2.94 0.11 -1.41
H 0.66 0.48 -1.91
```

Net charge = 0
Molar mass = 96.1 u
E_LUMO = 0.574 eV
Multiplicity = 1
HOMO = -0.332 Eh

two:
This record from the OMol25 dataset describes a single C3H4N4 molecule. The level of theory is ωB97M-V with the def2-TZVPD basis set.

Structure (XYZ):
```
11
Properties=species:S:1:pos:R:3
N 1.89 0.06 -0.64
N -1.38 -0.93 0.25
N -1.18 1.38 0.71
N 0.00 -0.97 0.31
C 0.68 0.15 -0.01
C -1.88 0.26 0.29
C 0.11 1.34 0.49
H 0.38 -1.82 0.69
H 2.08 -0.76 -1.20
H 2.26 0.94 -0.99
H -2.95 0.35 0.10
```

Net charge = 0
Molar mass = 96.1 u
E_LUMO (spin up / spin down) = 0.170 / 0.170 eV
Multiplicity = 1
HOMO (spin up / spin down) = -0.283 / -0.282 Eh

three:
This record from the OMol25 dataset describes a single C3H4N4 molecule. The level of theory is ωB97M-V with the def2-TZVPD basis set.

Structure (XYZ):
```
11
Properties=species:S:1:pos:R:3
N -0.90 -1.74 -0.49
N -0.04 0.25 -1.33
N 0.50 1.44 -1.13
N 0.82 0.97 1.18
C 0.83 1.78 0.11
C -0.21 -0.56 -0.29
C 0.34 -0.23 0.97
H -1.43 -1.73 -1.35
H 1.15 2.81 0.25
H -1.44 -2.04 0.30
H 0.36 -0.95 1.78
```

Net charge = 0
Molar mass = 96.1 u
E_LUMO = 0.149 eV
Multiplicity = 1
HOMO = -0.346 Eh

Relative calculated energies, zero for the most stable structure, unit kcal/mol: one 32.6; two 54.3; three 0.0.

one:
This record from the OMol25 dataset describes a single C3H4N4 molecule. The level of theory is ωB97M-V with the def2-TZVPD basis set.

Structure (XYZ):
```
11
Properties=species:S:1:pos:R:3
N 1.90 -0.23 -0.84
N -1.12 0.78 0.99
N -0.24 -1.02 -0.79
N -1.53 -0.99 -0.45
C -1.91 -0.10 0.42
C 0.64 -0.13 -0.31
C 0.16 0.84 0.66
H 2.66 0.20 -0.34
H -2.94 -0.01 0.73
H 0.19 1.73 1.31
H 2.13 -1.07 -1.36
```

Net charge = 0
Molar mass = 96.1 u
E_LUMO = 0.281 eV
Multiplicity = 1
HOMO = -0.336 Eh

two:
This record from the OMol25 dataset describes a single C3H4N4 molecule. The level of theory is ωB97M-V with the def2-TZVPD basis set.

Structure (XYZ):
```
11
Properties=species:S:1:pos:R:3
N 1.71 -1.10 -0.02
N -0.06 0.13 0.11
N -1.40 0.50 -0.03
N 0.38 -1.13 0.01
C -2.28 -0.43 -0.03
C 0.96 0.99 0.00
C 2.07 0.19 -0.06
H 0.84 2.09 0.03
H -2.12 -1.49 0.09
H 3.18 0.34 0.02
H -3.28 -0.09 -0.13
```

Net charge = 0
Molar mass = 96.1 u
E_LUMO = 0.240 eV
Multiplicity = 1
HOMO = -0.364 Eh

Relative calculated energies, zero for the most stable structure, unit kcal/mol: one 0.0; two 7.7.

one:
This record from the OMol25 dataset describes a single C3H4N4 molecule. The level of theory is ωB97M-V with the def2-TZVPD basis set.

Structure (XYZ):
```
11
Properties=species:S:1:pos:R:3
N 1.11 0.82 1.02
N 0.79 -0.21 -0.95
N 2.27 0.77 0.41
N 0.26 0.26 0.19
C -2.11 -0.62 -0.01
C 2.07 0.16 -0.81
C -1.09 0.03 0.63
H -3.05 -0.68 0.55
H 2.86 -0.09 -1.56
H -1.16 0.50 1.60
H -1.93 -0.96 -1.06
```

Net charge = 0
Molar mass = 96.1 u
E_LUMO = 0.315 eV
Multiplicity = 1
HOMO = -0.366 Eh

two:
This record from the OMol25 dataset describes a single C3H4N4 molecule. The level of theory is ωB97M-V with the def2-TZVPD basis set.

Structure (XYZ):
```
11
Properties=species:S:1:pos:R:3
N -1.16 1.46 -0.38
N 0.91 0.35 -0.91
N 0.42 -1.45 1.14
N 1.09 -0.90 -1.04
C -0.29 -0.34 1.05
C 0.69 -1.82 -0.15
C -0.13 0.62 0.04
H -1.89 1.57 0.32
H 0.76 -2.86 -0.43
H -0.83 2.36 -0.73
H 0.43 1.00 1.09
```

Net charge = 0
Molar mass = 96.1 u
E_LUMO = -0.894 eV
Multiplicity = 1
HOMO = -0.316 Eh

three:
This record from the OMol25 dataset describes a single C3H4N4 molecule. The level of theory is ωB97M-V with the def2-TZVPD basis set.

Structure (XYZ):
```
11
Properties=species:S:1:pos:R:3
N 0.28 -1.21 -0.47
N -1.52 0.83 0.19
N 0.02 -0.28 -1.45
N 0.67 0.41 1.25
C 1.19 -0.45 0.44
C -0.70 0.62 1.31
C -0.87 0.63 -1.14
H -1.20 1.21 -2.05
H -1.01 0.70 2.31
H 2.38 -0.44 0.32
H 0.78 -2.02 -0.72
```

Net charge = 0
Molar mass = 96.1 u
E_LUMO = -0.044 eV
Multiplicity = 1
HOMO = -0.343 Eh

Relative calculated energies, zero for the most stable structure, unit kcal/mol: one 0.0; two 75.3; three 27.9.

one:
This record from the OMol25 dataset describes a single C7H8O2S molecule. The level of theory is ωB97M-V with the def2-TZVPD basis set.

Structure (XYZ):
```
18
Properties=species:S:1:pos:R:3
S -2.29 -0.81 -0.06
O -2.43 -0.75 1.38
O -1.40 1.77 -0.08
C -2.46 0.98 -0.61
C 1.00 1.45 0.50
C -0.62 -0.87 -0.62
C -0.28 1.10 0.08
C 1.86 -0.87 -0.20
C 0.51 -1.59 -0.03
C 1.98 0.56 0.33
H 2.11 -0.80 -1.34
H 2.64 -1.54 0.19
H 2.87 0.73 0.88
H 0.53 -1.83 1.11
H -2.38 1.15 -1.62
H 1.29 2.44 0.91
H 0.37 -2.56 -0.45
H -3.31 1.42 -0.36
```

Net charge = 0
Molar mass = 156.2 u
E_LUMO (spin up / spin down) = -0.973 / -0.972 eV
Multiplicity = 1
HOMO (spin up / spin down) = -0.279 / -0.279 Eh

two:
This record from the OMol25 dataset describes a single C7H8O2S molecule. The level of theory is ωB97M-V with the def2-TZVPD basis set.

Structure (XYZ):
```
18
Properties=species:S:1:pos:R:3
S -1.96 -0.27 0.25
O -3.28 0.30 -0.11
O -1.85 -1.28 1.31
C -1.28 -1.16 -1.21
C 1.45 1.97 0.03
C 0.92 -0.40 -0.42
C -0.85 1.14 0.23
C 0.86 -2.32 1.26
C 1.05 -1.38 0.54
C 0.41 0.89 0.05
H 1.93 2.03 -0.93
H 0.98 2.91 0.12
H -0.83 -2.17 -1.13
H 1.52 -0.38 -1.38
H -0.97 2.08 0.76
H 0.89 -3.18 1.93
H -1.10 -0.73 -2.20
H 2.12 1.96 0.91
```

Net charge = 0
Molar mass = 156.2 u
E_LUMO (spin up / spin down) = -0.788 / -1.081 eV
Multiplicity = 1
HOMO (spin up / spin down) = -0.318 / -0.335 Eh

Relative calculated energies, zero for the most stable structure, unit kcal/mol: one 0.0; two 1.4.